Record 1
Entry from the Open Molecules 2025 dataset: a structure of composition C31H34BCl2CrN10O5 (ωB97M-V with the def2-TZVPD basis set).

```
84
Properties=species:S:1:pos:R:3:forces:R:3:mulliken_spin:R:1
H -1.227 -5.070 -4.904 0.0 0.0 0.0 0.000
H 2.498 1.969 -3.651 0.0 0.0 0.0 0.000
O -0.252 0.485 -0.846 -0.2 -0.3 0.0 -0.017
C -1.519 4.588 -3.293 0.0 0.0 0.0 0.001
C -2.596 1.330 2.803 0.0 0.0 0.0 0.011
H -0.423 -2.889 -4.717 0.0 0.0 0.0 0.000
C 1.252 -3.489 1.968 0.0 0.0 0.0 -0.005
O -2.440 -0.381 0.277 0.0 0.0 0.0 0.141
N 1.398 -1.043 1.458 -0.1 0.0 0.1 -0.037
N 2.273 1.182 -0.506 0.2 0.1 0.0 0.013
H 5.076 0.653 1.609 0.0 0.0 0.0 0.001
H 2.965 2.099 1.430 0.0 0.0 0.0 0.000
C -1.296 3.619 -4.255 0.0 0.0 0.0 -0.001
C -1.434 4.278 -1.939 0.0 0.0 0.0 -0.001
H -1.766 5.597 -3.604 0.0 0.0 0.0 0.000
C -0.853 -4.093 -3.149 0.0 -0.1 0.1 0.001
H 1.958 4.544 1.432 0.0 0.0 -0.1 0.000
N -0.607 -2.409 -0.315 -0.1 0.0 -0.1 -0.082
N -0.363 1.148 1.730 -0.1 0.0 -0.2 -0.029
O -0.780 1.393 -4.835 0.1 0.0 0.0 0.000
Cr -0.585 -0.666 0.768 0.1 0.1 0.0 3.148
H -1.363 3.844 -5.311 0.0 0.0 0.0 0.000
C 2.607 -1.046 -3.277 0.0 0.0 0.0 0.000
N -0.983 -5.196 -3.938 0.0 0.0 0.0 0.001
Cl -1.103 -3.094 4.852 0.0 0.0 0.0 0.000
H -1.619 5.035 -1.188 0.0 0.0 0.0 0.000
C -0.517 0.610 -2.060 -0.2 0.0 0.0 -0.031
H 2.484 3.766 2.916 0.0 0.0 0.0 0.000
H 5.341 -0.309 3.071 0.0 0.0 0.0 0.000
H -0.611 0.552 -4.333 -0.1 0.0 0.0 0.000
N 2.308 -0.051 1.644 0.0 0.0 0.0 0.003
O -0.516 -0.309 -2.926 -0.1 -0.1 0.0 0.003
C -4.513 -2.949 1.905 0.0 0.0 0.0 0.167
C 2.451 1.501 -2.680 0.0 0.0 0.0 -0.001
H 1.182 4.962 2.959 0.0 0.0 0.0 0.000
H 1.001 -3.807 0.959 0.0 0.0 0.0 0.001
H 3.876 -2.576 2.937 0.0 0.0 0.0 0.000
H -4.269 -1.212 -0.047 0.0 0.0 0.0 -0.009
H -1.153 3.880 3.322 0.0 0.0 0.0 0.000
N 2.398 -0.050 -1.059 0.2 0.0 0.0 0.006
O -1.150 -1.529 2.383 0.0 0.0 0.1 0.013
N -0.532 -2.937 -3.719 -0.1 0.2 0.0 0.001
H 3.525 -1.016 -3.868 0.0 0.0 0.0 0.000
Cl -5.992 -4.751 3.280 0.0 0.0 0.0 -0.002
C 2.318 2.136 -1.464 0.0 0.0 0.0 0.001
C -3.533 -3.819 3.931 0.0 0.0 0.0 0.264
H -1.031 2.710 -0.518 0.0 0.0 0.0 0.003
C -0.983 2.315 -3.873 0.0 0.0 0.0 0.001
C -2.256 -2.217 2.570 0.0 0.0 0.0 0.136
N -1.021 -4.282 -1.854 0.0 0.0 -0.1 0.002
C 2.219 3.595 -1.185 0.0 0.0 0.1 0.000
H -3.042 1.986 3.551 0.0 0.0 0.0 0.000
H -5.348 -2.910 1.217 0.0 0.0 0.0 0.014
H 4.360 1.163 3.134 0.0 0.0 0.0 0.000
H 1.763 -1.078 -3.970 0.0 0.0 0.0 0.000
N 0.757 1.910 1.569 0.0 0.1 0.1 0.000
C -4.567 -3.761 3.009 0.0 0.0 0.0 -0.128
H 1.926 -4.226 2.405 0.0 0.0 0.0 0.000
H -1.380 -5.996 -3.476 0.0 0.0 0.0 0.000
C 1.925 -2.158 1.962 0.0 0.0 0.0 0.011
C 0.576 3.084 2.212 0.0 0.0 0.0 0.011
H -2.519 0.324 3.213 0.0 0.0 0.0 -0.005
C 3.200 -1.881 2.468 0.0 0.0 0.0 0.002
C -0.798 -3.262 -1.065 0.0 0.0 0.1 0.031
H 0.335 -3.459 2.552 0.0 0.0 0.0 0.004
C 4.613 0.292 2.529 0.0 0.0 0.0 -0.001
C -1.110 2.987 -1.563 -0.1 0.0 0.0 0.001
H 2.602 -1.962 -2.686 0.0 0.0 0.0 0.000
C -2.400 -3.039 3.683 0.0 0.0 0.0 -0.071
H -3.590 -4.444 4.809 0.0 0.0 0.0 0.027
C -3.377 -2.130 1.666 0.0 0.0 0.0 -0.019
H 2.974 3.913 -0.463 0.0 0.0 0.0 0.000
H 1.234 3.862 -0.797 0.0 0.0 0.0 0.000
C -3.383 -1.231 0.592 0.0 0.0 0.0 0.438
C 3.409 -0.538 2.234 0.0 0.0 0.0 0.009
B 2.124 1.339 1.026 -0.1 0.0 0.0 -0.043
C 1.613 4.145 2.381 0.0 0.0 0.0 -0.001
C -1.250 1.849 2.427 0.0 0.0 0.0 0.013
C 2.497 0.130 -2.362 0.1 0.0 0.0 0.001
H 2.372 4.152 -2.109 0.0 0.0 0.0 0.000
H -3.249 1.281 1.933 0.0 0.0 0.0 -0.004
C -0.873 1.996 -2.512 0.0 0.1 0.0 0.004
H -0.545 -2.034 -3.210 0.1 -0.1 0.0 -0.003
C -0.697 3.093 2.746 0.0 0.0 0.0 0.003
```
Forces are in eV/Å.

Summary:
HOMO (spin up / spin down) (eV): -2.71 / -5.08
HOMO-LUMO gap (spin up / spin down) (eV): 4.90 / 7.27
Strongest force on any atom (hartree/bohr): 0.0066
Net charge: -1
Multiplicity: 5
Relative energy (zero: lowest compared OMol25 entry of this formula, charge and spin) (kJ/mol): 14.97


Record 2
Entry from the Open Molecules 2025 dataset: an isolated molecule of C5H7NO (ωB97M-V with the def2-TZVPD basis set).

```
14
Properties=species:S:1:pos:R:3:forces:R:3:lowdin_charge:R:1
O 0.991 -1.832 0.545 0.1 0.0 -0.1 0.057
H 0.361 0.151 2.379 0.0 0.1 -0.2 0.095
C -1.114 0.163 -1.546 -0.1 0.1 0.0 -0.102
H 1.676 1.037 1.584 -0.1 -0.1 -0.1 0.090
H -1.773 0.409 -2.365 0.1 0.0 0.0 0.091
H 0.069 1.786 1.761 0.1 -0.1 0.1 0.087
C 0.150 -0.967 -0.094 0.0 0.3 -0.2 -0.375
H -0.727 -2.047 -1.782 0.0 0.2 0.1 0.103
H -0.826 2.096 -0.468 -0.1 -0.1 0.0 0.111
C -0.657 1.036 -0.595 -0.2 0.1 0.0 -0.110
H 1.735 -1.899 -0.066 0.2 -0.4 0.3 0.115
N 0.118 0.342 0.303 -0.1 -0.1 -0.1 -0.106
C 0.597 0.851 1.573 0.0 0.1 0.1 -0.016
C -0.602 -1.126 -1.228 0.1 0.0 0.0 -0.039
```
Forces are in eV/Å.

Summary:
SMILES string: Cn1cccc1O
HOMO (eV): -8.02
HOMO-LUMO gap (eV): 8.78
Strongest force on any atom (hartree/bohr): 0.0102
Net charge: 0
Multiplicity: 1
Relative energy (zero: lowest compared OMol25 entry of this formula, charge and spin) (kJ/mol): 76.55


Record 3
Entry from the Open Molecules 2025 dataset: an isolated molecule of C6H10O (ωB97M-V with the def2-TZVPD basis set).

```
17
Properties=species:S:1:pos:R:3:forces:R:3:lowdin_charge:R:1
H 2.799 0.134 -0.868 0.0 -0.1 0.2 0.088
C 0.094 -1.046 0.489 0.0 0.2 -0.1 -0.057
H -2.912 0.570 -0.047 -0.4 -0.5 -0.1 0.084
O 0.349 2.266 0.069 0.7 -0.2 -0.5 0.046
H -1.336 1.120 -0.025 -0.6 -0.3 0.1 0.042
H 2.629 0.914 0.706 0.1 -0.2 0.0 0.089
C -1.415 -0.991 0.428 -0.1 0.0 0.0 -0.220
H -1.817 -0.997 1.448 0.1 -0.1 -0.1 0.110
H -1.803 -1.896 -0.056 0.1 0.1 0.1 0.108
H -1.836 0.122 -1.398 -0.1 0.1 0.2 0.092
C 0.391 1.225 -0.552 0.4 0.5 0.2 -0.298
C 0.879 -0.062 0.054 0.0 0.0 0.1 -0.264
H 0.549 -1.929 0.952 -0.1 0.3 -0.2 0.114
H 2.812 -0.864 0.611 0.0 0.0 0.0 0.082
H 0.153 1.174 -1.636 0.2 0.2 0.1 0.137
C 2.373 0.014 0.136 0.2 -0.1 0.1 -0.049
C -1.911 0.247 -0.312 -0.3 0.0 0.0 -0.105
```
Forces are in eV/Å.

Summary:
SMILES string: CC/C=C(/C)C=O
HOMO (eV): -9.54
HOMO-LUMO gap (eV): 10.48
Strongest force on any atom (hartree/bohr): 0.0169
Net charge: 0
Multiplicity: 1
Relative energy (zero: lowest compared OMol25 entry of this formula, charge and spin) (kJ/mol): 111.83